1.
An isolated ion of composition C5H9N2S and charge +1 in a non-equilibrium geometry, computed with the ωB97M-V functional and the def2-TZVPD basis.

Values from the calculation:
LUMO level: -5.0 eV
Molar mass: 129.208 g/mol
ΔE to the lowest compared entry with this formula, charge and spin: 77.2 kcal/mol
Total charge: +1
SMILES: C=C(C)/[NH+]=C\NC=S
HOMO-LUMO gap: 7.60 eV

Geometry as XYZ:
```
17
Properties=species:S:1:pos:R:3:forces:R:3
H -1.578 0.037 -2.467 -0.2 -0.5 0.6
H -0.724 1.598 0.323 1.2 0.9 -0.2
C 1.022 -0.990 1.060 -0.7 3.0 -1.0
C -1.299 0.718 0.305 -1.8 -2.9 2.8
S 1.106 0.695 -1.529 1.1 1.8 2.3
H 0.266 -2.295 -0.129 -1.0 -0.1 -0.5
H -0.693 -1.590 -2.113 0.3 -0.6 -1.2
C -1.089 -0.666 -1.783 -0.1 0.4 0.0
N 0.038 -1.348 0.148 2.3 -0.4 3.1
C -0.891 -0.501 -0.472 0.0 1.6 1.0
H 2.046 0.724 1.842 0.0 -0.7 0.6
H 1.538 -1.682 1.722 -0.4 -0.3 -0.5
H -1.461 0.423 1.398 0.5 0.3 -1.2
H 1.433 2.238 0.362 -0.7 0.4 0.0
N 1.435 0.327 1.143 -1.9 -1.7 -1.5
C 1.106 1.236 0.127 2.8 -1.3 -3.2
H -2.255 1.078 0.063 -1.5 0.1 -1.0
```
Positions in Å, forces in eV/Å.

2.
An isolated ion of composition C5H9N2S and charge +1 in a non-equilibrium geometry, computed with the ωB97M-V functional and the def2-TZVPD basis.

Values from the calculation:
LUMO level: -3.7 eV
Molar mass: 129.208 g/mol
ΔE to the lowest compared entry with this formula, charge and spin: 30.6 kcal/mol
Total charge: +1
HOMO-LUMO gap: 10.00 eV

Geometry as XYZ:
```
17
Properties=species:S:1:pos:R:3:forces:R:3
H 2.759 -0.786 1.330 -3.2 -0.6 -0.4
H -0.576 0.357 -2.314 0.1 -0.6 1.4
N -0.246 -0.351 -0.182 1.6 3.5 1.0
H -2.656 0.778 -0.136 -1.0 -0.5 1.4
H 1.208 -1.362 2.244 0.2 0.9 -1.3
H -1.648 -0.907 -1.749 -0.2 0.0 0.7
C 0.849 -1.293 -0.037 0.4 -2.7 0.0
C 0.250 0.942 0.504 -2.6 -4.5 -1.9
H -2.488 1.892 -1.425 0.4 -0.8 -0.5
H 1.678 -1.283 -0.843 -1.7 0.0 0.8
C -1.089 -0.052 -1.372 0.4 2.3 -0.8
S -0.762 2.184 0.037 0.6 2.0 0.8
H 0.335 -2.420 0.030 1.8 2.9 0.0
C 1.534 -0.809 1.300 2.5 -0.2 1.0
N 1.163 0.654 1.373 0.7 -0.2 0.2
H 1.637 1.294 2.040 -0.8 -0.6 -0.9
C -1.949 1.162 -0.800 0.9 -0.9 -1.6
```
Positions in Å, forces in eV/Å.

3.
One molecule with the formula C5H9N3 in a non-equilibrium geometry, computed with the ωB97M-V functional and the def2-TZVPD basis.

Values from the calculation:
LUMO level: 0.8 eV
Molar mass: 111.148 g/mol
ΔE to the lowest compared entry with this formula, charge and spin: 120.9 kcal/mol
SMILES: C[C@]12C[C@@H]1N=CNN2
HOMO-LUMO gap: 8.77 eV

Geometry as XYZ:
```
17
Properties=species:S:1:pos:R:3:forces:R:3
H 1.419 -1.179 0.197 0.4 0.9 0.0
H -0.583 2.348 -1.527 -0.5 -0.3 0.4
H 0.960 2.255 -0.576 -1.1 -0.5 -0.5
N -0.735 -0.776 -0.934 -0.3 -0.2 -1.9
C -0.053 1.784 -0.762 3.1 1.2 0.6
H -0.165 -1.426 -1.487 -0.5 -0.6 0.5
N -0.953 -1.272 0.373 -2.5 -6.1 0.8
C -0.636 1.056 0.403 -2.2 0.8 -2.8
C 1.580 -0.196 -0.330 -2.5 -2.8 -0.5
C -0.740 -0.679 1.577 0.4 1.9 0.4
H -0.674 -1.400 2.404 -0.4 0.6 -0.2
H 2.100 -0.565 -1.228 0.2 1.0 0.1
C 0.142 0.277 -0.651 1.1 2.0 0.8
H -1.704 1.002 0.058 0.6 -0.3 0.4
H -1.436 -2.294 0.423 1.8 3.5 -0.3
N -0.587 0.625 1.728 1.2 -2.0 1.4
H 2.066 0.441 0.335 1.3 1.1 0.7
```
Positions in Å, forces in eV/Å.

4.
C5H9N3 as an isolated structure in a non-equilibrium geometry, computed with the ωB97M-V functional and the def2-TZVPD basis.

Values from the calculation:
LUMO level: 1.0 eV
Molar mass: 111.148 g/mol
ΔE to the lowest compared entry with this formula, charge and spin: 102.2 kcal/mol
HOMO-LUMO gap: 9.94 eV

Geometry as XYZ:
```
17
Properties=species:S:1:pos:R:3:forces:R:3
H 2.649 -0.369 -0.033 1.5 -1.6 2.3
N -0.298 1.345 -0.299 -0.9 -2.5 0.1
C 0.386 -0.923 -0.425 2.1 2.9 1.5
H 0.374 -1.829 -0.916 -0.7 -2.2 -0.4
N -0.704 0.037 -0.852 -1.1 -1.8 0.1
C 1.766 -0.127 -0.485 -2.8 2.5 -5.0
C 0.483 -0.487 1.053 -2.3 -0.1 2.0
C 0.896 0.888 0.352 2.6 -0.6 1.7
H 1.192 -1.053 1.726 -0.4 1.1 -1.0
H 1.418 1.658 0.916 -0.2 0.0 0.0
H -2.290 -1.572 -0.558 1.1 1.7 -0.1
H 2.236 0.112 -1.507 -1.4 0.3 0.7
N -2.895 0.194 0.238 0.7 2.2 2.1
C -1.997 -0.479 -0.310 0.6 -0.4 -1.6
H -0.210 1.889 -1.135 0.8 0.5 -0.2
H -2.481 1.133 0.637 -0.9 -1.8 -1.5
H -0.525 -0.416 1.597 1.3 -0.2 -0.6
```
Positions in Å, forces in eV/Å.

5.
One molecule with the formula C5H9N3 in a non-equilibrium geometry, computed with the ωB97M-V functional and the def2-TZVPD basis.

Values from the calculation:
LUMO level: 1.0 eV
Molar mass: 111.148 g/mol
ΔE to the lowest compared entry with this formula, charge and spin: 131.7 kcal/mol
SMILES: N[C@]12CNN=C[C@@H]1C2
HOMO-LUMO gap: 9.17 eV

Geometry as XYZ:
```
17
Properties=species:S:1:pos:R:3:forces:R:3
N 1.423 -0.931 -1.077 -0.4 1.1 -0.1
C 1.507 0.359 -0.820 1.2 -0.1 -1.7
H 0.169 -2.429 -1.313 0.3 -1.8 0.1
H -0.296 -0.360 2.615 0.9 0.1 -0.8
H 1.370 -0.321 1.776 -3.9 0.9 0.6
H -1.752 2.105 0.006 1.6 -0.6 -0.4
H -1.366 -1.824 0.546 1.9 0.9 -0.7
C 0.175 1.045 -0.693 0.9 -3.7 -2.1
H -0.168 2.270 0.927 0.1 1.1 0.8
C -0.847 -1.013 -0.121 -3.1 -0.1 1.3
H -1.719 -0.800 -0.740 -0.3 0.7 0.2
N 0.292 0.073 1.886 3.9 -0.5 -0.2
C -0.699 1.733 0.189 -1.5 -0.5 2.0
N 0.118 -1.472 -1.148 1.8 2.7 1.3
C -0.384 0.261 0.669 -2.1 -0.9 -3.1
H -0.352 0.480 -1.581 0.5 1.6 1.6
H 2.530 0.824 -1.121 -1.8 -0.8 1.2
```
Positions in Å, forces in eV/Å.

6.
One molecule with the formula C5H9N3 in a non-equilibrium geometry, computed with the ωB97M-V functional and the def2-TZVPD basis.

Values from the calculation:
LUMO level: 0.9 eV
Molar mass: 111.148 g/mol
ΔE to the lowest compared entry with this formula, charge and spin: 60.8 kcal/mol
SMILES: CNc1cn[nH]c1C
HOMO-LUMO gap: 8.00 eV

Geometry as XYZ:
```
17
Properties=species:S:1:pos:R:3:forces:R:3
H 2.237 -2.392 0.054 0.0 -0.2 0.0
H -1.653 -0.673 -0.855 0.1 0.2 0.0
N 2.119 0.255 0.184 0.0 -0.1 0.0
H 0.942 -2.363 -1.151 0.1 0.0 0.0
N 1.855 1.552 0.126 0.5 0.6 0.2
H 0.546 -2.572 0.555 0.0 -0.1 0.0
H 3.084 0.000 0.371 -0.3 0.1 -0.1
C 1.131 -0.602 0.020 -4.5 3.9 -1.3
C 1.216 -2.064 -0.139 0.0 0.0 0.1
N -1.479 0.285 -0.578 -0.4 -0.2 -0.2
H 0.187 2.709 -0.284 -0.1 0.2 0.0
C 0.555 1.706 -0.170 0.2 -0.2 -0.1
C -0.159 0.559 -0.345 4.5 -4.3 1.3
H -3.381 1.027 -0.159 0.0 0.0 0.2
H -2.683 0.078 1.178 0.1 0.1 -0.1
H -2.064 1.705 0.820 -0.1 -0.1 0.0
C -2.454 0.791 0.373 -0.4 0.0 0.0
```
Positions in Å, forces in eV/Å.

7.
One molecule with the formula C5H9N3 in a non-equilibrium geometry, computed with the ωB97M-V functional and the def2-TZVPD basis.

Values from the calculation:
LUMO level: 1.0 eV
Molar mass: 111.148 g/mol
ΔE to the lowest compared entry with this formula, charge and spin: 58.9 kcal/mol
SMILES: NCc1c[nH]cc1N
HOMO-LUMO gap: 8.33 eV

Geometry as XYZ:
```
17
Properties=species:S:1:pos:R:3:forces:R:3
N 1.231 -1.716 0.910 3.3 -2.3 -0.4
H -1.650 1.224 0.367 0.3 -2.5 3.1
H -2.264 0.315 1.813 0.6 0.0 -0.6
H 1.201 1.503 -1.613 -3.0 -0.8 1.7
H 0.030 2.166 -0.349 -0.2 -0.6 0.2
H -1.082 0.075 -2.247 0.1 2.7 0.9
C -0.382 -0.324 1.053 -0.8 2.9 -3.0
C 0.119 1.246 -0.943 2.9 -0.7 -3.2
N -1.104 1.101 -1.853 2.2 0.2 -2.8
C 0.225 -1.339 1.669 -2.9 -1.2 3.6
H 2.301 -1.306 -0.877 -1.6 1.2 1.0
H 1.915 -2.305 1.351 0.2 -0.3 -0.6
H -0.083 -1.975 2.572 0.6 1.3 -1.5
C 0.385 -0.053 -0.185 0.2 1.0 1.2
H -0.850 1.764 -2.747 -1.2 -2.2 2.7
N -1.437 0.587 1.275 -0.8 1.5 -1.6
C 1.445 -0.964 -0.197 0.1 -0.1 -0.7
```
Positions in Å, forces in eV/Å.

8.
C5H9N3 as an isolated structure in a non-equilibrium geometry, computed with the ωB97M-V functional and the def2-TZVPD basis.

Values from the calculation:
LUMO level: 0.3 eV
Molar mass: 111.148 g/mol
ΔE to the lowest compared entry with this formula, charge and spin: 174.6 kcal/mol
HOMO-LUMO gap: 8.94 eV

Geometry as XYZ:
```
17
Properties=species:S:1:pos:R:3:forces:R:3
C 1.420 0.059 0.127 -4.0 -1.3 -3.2
H 3.437 -0.110 0.724 -4.0 1.3 -0.5
H -1.348 2.125 -0.674 0.2 0.3 -0.1
H -1.117 -0.884 -0.551 2.0 -1.5 -1.1
N -0.245 -1.164 -1.028 6.5 -3.4 -4.8
C -1.789 0.119 0.103 -2.3 4.0 2.4
C -0.834 1.234 -0.347 -0.7 -1.1 0.1
H -0.490 0.118 1.574 -0.2 -1.5 0.4
H -2.872 0.197 -0.265 1.8 -0.9 0.2
C 0.511 1.134 -0.369 -1.8 3.9 0.0
H 0.929 2.186 -0.676 0.0 -2.5 0.8
H 0.117 -0.666 -1.941 -1.7 -1.4 2.5
N 1.026 -1.225 -0.174 -1.5 0.7 -0.2
C -1.350 -0.483 1.223 -1.0 1.1 2.5
H -1.767 -1.285 1.901 0.2 1.1 -1.3
N 2.457 0.487 0.541 9.3 0.9 3.1
H 1.915 -1.841 -0.168 -2.9 0.3 -0.8
```
Positions in Å, forces in eV/Å.

9.
One molecule with the formula C5H9N3 in a non-equilibrium geometry, computed with the ωB97M-V functional and the def2-TZVPD basis.

Values from the calculation:
LUMO level: 0.7 eV
Molar mass: 111.148 g/mol
ΔE to the lowest compared entry with this formula, charge and spin: 101.9 kcal/mol
SMILES: [H]/N=C1\CC=CCNN1
HOMO-LUMO gap: 9.82 eV

Geometry as XYZ:
```
17
Properties=species:S:1:pos:R:3:forces:R:3
C -0.169 0.106 -1.811 -4.8 0.7 -0.6
H -2.085 -0.937 0.849 1.5 -0.9 -2.1
H -1.882 0.071 2.061 1.6 -0.1 1.9
C -1.111 -0.865 0.188 -3.6 1.7 1.1
N -0.840 0.223 2.252 -4.2 1.4 3.2
C -0.396 0.010 1.139 4.0 -0.1 -2.5
C -1.346 -0.201 -1.121 1.8 0.4 -1.8
C 1.244 0.276 -1.402 -0.9 3.7 -0.8
H 1.534 -1.121 -0.049 0.6 2.2 0.2
H 1.318 0.619 1.989 -0.7 0.0 -4.4
N 0.896 0.586 0.880 -0.3 -0.8 3.4
H -0.433 0.564 -2.776 0.6 -0.2 0.1
H -0.695 -1.801 -0.036 0.7 -1.5 0.5
N 1.649 -0.039 -0.129 0.9 -4.4 3.3
H 1.971 -0.073 -2.064 0.9 -1.2 -1.4
H -2.450 -0.059 -1.475 2.6 -0.2 0.2
H 1.449 1.391 -1.477 -0.5 -0.8 -0.2
```
Positions in Å, forces in eV/Å.

10.
C5H9N3O as an isolated structure in a non-equilibrium geometry, computed with the ωB97M-V functional and the def2-TZVPD basis.

Values from the calculation:
LUMO level: 0.4 eV
Molar mass: 127.147 g/mol
ΔE to the lowest compared entry with this formula, charge and spin: 126.7 kcal/mol
HOMO-LUMO gap: 8.61 eV

Geometry as XYZ:
```
18
Properties=species:S:1:pos:R:3:forces:R:3
H -1.195 2.359 -0.047 0.5 1.1 1.0
N 1.870 -1.440 -0.021 -0.9 -4.0 1.7
C 2.227 -0.095 0.054 -0.2 -1.0 -1.9
O 3.318 0.214 -0.349 1.3 0.6 0.7
C -1.410 1.314 -0.062 -5.6 2.8 2.7
N 0.387 -1.974 -0.046 2.9 5.0 2.1
H 1.015 0.731 1.551 0.2 0.6 -2.5
H -2.019 1.437 -0.969 -0.2 -1.1 0.1
H 2.552 -2.268 0.432 -2.4 3.4 -2.0
H -2.625 -0.690 -0.239 3.9 -3.4 0.9
H -1.879 -2.445 -0.322 0.7 1.7 0.6
H -0.301 0.665 -1.436 1.7 -1.1 1.5
C 1.191 0.946 0.358 -2.7 -3.0 3.7
H 1.575 1.917 0.371 0.4 1.5 -0.9
H -2.350 1.141 0.886 3.5 0.2 -2.6
N -1.715 -1.459 -0.003 -4.9 3.5 -0.6
C -0.203 0.563 -0.283 1.6 -2.2 -0.6
C -0.436 -0.917 0.123 0.2 -4.8 -4.1
```
Positions in Å, forces in eV/Å.

11.
A 2-piece molecular cluster, C5H9N3O2 overall in a non-equilibrium geometry, computed with the ωB97M-V functional and the def2-TZVPD basis.

Values from the calculation:
LUMO level: 0.5 eV
Molar mass: 143.146 g/mol
ΔE to the lowest compared entry with this formula, charge and spin: 63.2 kcal/mol
SMILES: C/N=C/N1C=NCC1=O.O
HOMO-LUMO gap: 9.65 eV

Geometry as XYZ:
```
19
Properties=species:S:1:pos:R:3:forces:R:3
C 1.893 2.599 7.418 0.3 -0.1 0.6
H -1.614 -1.530 3.494 0.0 0.0 0.3
N -1.976 -0.793 5.436 -0.5 0.8 -0.8
N 0.066 0.217 5.392 -0.1 -1.4 -1.3
N 0.803 1.763 6.972 -0.3 0.1 -0.7
H -0.464 0.116 2.232 -0.2 0.2 -0.1
O 0.334 0.107 2.769 -0.3 3.3 3.1
C -1.230 -1.633 4.521 -0.2 -0.4 -0.7
H -1.346 -2.696 4.777 0.3 0.3 0.0
C 1.060 0.830 6.161 0.3 0.0 -0.3
O 1.215 -1.884 4.741 -1.5 1.6 -1.3
H 1.641 3.652 7.224 0.0 -0.3 0.0
H 2.069 0.453 5.933 -0.2 0.2 -0.1
H 2.852 2.372 6.922 -0.2 0.0 0.2
C 0.227 -1.213 4.571 1.4 -0.2 4.1
C -1.286 0.235 5.736 0.6 -0.6 1.0
H 2.011 2.496 8.506 0.1 0.1 -0.2
H 0.180 0.904 3.615 0.5 -3.5 -3.6
H -1.632 1.044 6.382 0.0 -0.3 -0.2
```
Positions in Å, forces in eV/Å.

12.
A 2-piece molecular cluster, C5H9N3O2 overall in a non-equilibrium geometry, computed with the ωB97M-V functional and the def2-TZVPD basis.

Values from the calculation:
LUMO level: -0.4 eV
Molar mass: 143.146 g/mol
ΔE to the lowest compared entry with this formula, charge and spin: 56.0 kcal/mol
SMILES: O=c1cc[nH]c(=O)[nH]1.CN
HOMO-LUMO gap: 8.79 eV

Geometry as XYZ:
```
19
Properties=species:S:1:pos:R:3:forces:R:3
C -0.361 -1.142 0.286 -0.3 0.1 2.2
N -0.805 0.608 1.951 0.0 3.6 -1.2
N 1.498 0.781 -1.145 -3.4 -2.0 1.0
H 0.167 -2.012 -0.034 0.6 -0.2 -0.1
H 1.001 1.374 -1.862 1.2 -1.3 0.7
H 0.729 -0.614 2.016 1.8 -0.4 0.3
H 2.639 -0.855 -0.507 -0.1 1.0 -3.0
H 3.561 0.437 -1.229 -0.2 0.0 -0.5
C -0.063 -0.407 1.370 -0.1 -0.2 0.8
O -2.096 -1.522 -1.264 1.2 1.3 3.3
H 2.826 -0.548 -2.538 -1.1 0.4 2.0
N -2.596 -0.079 0.551 2.1 1.3 -1.7
H 0.713 0.078 -0.644 2.7 3.1 -2.4
C -1.921 1.055 1.226 -5.5 1.3 -0.1
C 2.627 -0.101 -1.477 1.3 -0.7 1.8
H -3.409 0.259 -0.076 1.8 -0.8 1.4
O -2.560 2.164 1.303 3.7 -4.3 0.0
C -1.666 -0.986 -0.205 -4.8 0.2 -4.0
H -0.283 1.511 2.281 -0.9 -2.5 -0.4
```
Positions in Å, forces in eV/Å.